Entry from the Open Molecules 2025 dataset: 6 unconnected molecules or ions with the total composition C42H102BN3O22P5 at a distorted geometry (the ωB97M-V functional and the def2-TZVPD basis).

```
175
Properties=species:S:1:pos:R:3:forces:R:3
C 1.307542 -5.410249 -0.470460 0.201 0.289 -0.018
C 2.159772 -4.391726 0.329326 -1.255 -0.044 -0.272
C 1.493794 -2.998835 0.397450 0.451 0.238 0.498
C 2.427910 -1.828659 0.069834 -0.075 -0.570 0.163
C 3.013600 -1.827033 -1.366018 -0.502 0.361 0.650
C 2.291785 -2.692595 -2.407443 0.934 1.092 -0.774
C 2.379768 -2.036713 -3.802841 0.059 -1.125 0.152
C 3.798107 -1.849468 -4.357754 -0.329 0.768 -0.562
C 4.511483 -0.524621 -4.032777 -0.355 -0.308 0.021
C 3.682752 0.741260 -4.349979 0.925 0.616 0.215
C 3.531428 1.686253 -3.136144 -0.499 -0.106 0.185
C 2.140972 1.640195 -2.487785 -0.151 0.202 -0.009
C 1.168743 2.737257 -2.973118 -0.049 -0.539 0.377
C -0.234618 2.196333 -3.252653 0.243 0.754 -0.564
B -1.051608 1.877076 -1.890525 -0.100 0.297 0.314
O -0.734323 0.709634 -1.252896 -0.324 -0.299 -0.857
C -2.167864 2.824323 -1.314575 0.464 -0.106 -0.747
C -1.521447 3.871840 -0.377553 -0.406 -0.374 0.186
C -0.988698 3.105443 -4.241844 -0.346 -0.228 0.986
N -2.149917 2.225460 -4.535469 0.377 -0.440 -0.658
C -1.681925 0.938213 -4.339978 0.333 0.968 -0.524
N -2.410282 -0.121653 -4.408498 0.494 -0.103 -0.345
C -1.813185 -1.454860 -4.197888 -0.038 -0.520 0.757
C -2.870147 -2.535986 -4.043668 0.468 -0.011 -0.541
C -3.610856 -2.889395 -5.339027 -0.480 0.399 0.323
C -4.866604 -2.048993 -5.636293 -0.508 -0.460 -0.111
C -5.830086 -1.867439 -4.445677 0.701 0.137 0.131
C -5.722894 -0.489677 -3.773550 -0.488 -0.502 0.143
C -6.971882 -0.149066 -2.957142 0.023 -0.032 -0.238
C -6.985758 1.314947 -2.572882 0.186 -0.138 0.573
O -7.865954 1.535739 -1.492764 -0.127 0.033 -0.138
C -7.658542 2.804666 -0.901516 0.240 -0.040 0.067
N -0.313024 0.924120 -4.046815 -0.501 -0.885 0.477
H 1.902525 -5.929746 -1.216529 -0.055 -0.287 0.088
H 0.835320 -6.120283 0.204829 0.114 -0.256 -0.115
H 0.489464 -4.926036 -1.006502 0.052 0.143 -0.049
H 3.169060 -4.314586 -0.069255 0.068 -0.041 0.020
H 2.190020 -4.782428 1.344479 0.525 0.073 0.068
H 0.597651 -2.919031 -0.218828 -0.004 -0.252 -0.128
H 1.141311 -2.854481 1.422979 -0.081 0.138 -0.011
H 1.880703 -0.917756 0.311371 0.104 0.184 -0.256
H 3.262730 -1.863773 0.774018 -0.005 0.106 0.063
H 2.996370 -0.789885 -1.700581 0.030 0.032 -0.070
H 4.070359 -2.083991 -1.298664 0.019 -0.183 -0.218
H 1.231661 -2.810904 -2.200293 0.032 -0.336 0.291
H 2.825812 -3.638426 -2.495960 -0.496 -0.359 0.213
H 1.885630 -2.742451 -4.481315 -0.129 0.119 -0.088
H 1.778838 -1.126453 -3.821003 0.146 0.171 -0.008
H 3.694188 -1.852659 -5.448338 0.073 -0.090 -0.047
H 4.435472 -2.705517 -4.132832 -0.037 -0.037 0.228
H 4.815448 -0.484467 -2.989118 0.042 -0.112 0.057
H 5.426677 -0.498411 -4.623701 0.085 -0.018 0.052
H 4.244762 1.312948 -5.089947 -0.137 -0.115 -0.254
H 2.715463 0.510649 -4.798934 -0.067 -0.064 0.043
H 3.759735 2.714919 -3.419911 -0.017 0.045 -0.018
H 4.254012 1.431288 -2.361909 0.198 -0.083 -0.143
H 2.217998 1.723660 -1.403369 0.085 -0.047 0.039
H 1.673018 0.676158 -2.677466 0.120 -0.110 0.056
H 1.543724 3.297968 -3.832342 0.106 -0.165 -0.127
H 1.054521 3.457103 -2.159214 0.034 0.263 -0.167
H -1.531894 0.334738 -0.860756 0.304 0.127 0.721
H -2.653636 3.317023 -2.158432 -0.291 0.161 0.214
H -2.925487 2.244058 -0.782649 -0.018 0.049 0.109
H -1.052005 4.695142 -0.909956 0.008 0.010 -0.080
H -0.783973 3.401000 0.273214 0.057 0.081 0.068
H -2.309944 4.271098 0.256021 0.152 0.291 0.083
H -1.321888 4.050883 -3.823665 -0.043 0.060 -0.052
H -0.342696 3.263218 -5.107554 -0.186 0.124 -0.179
H -2.517983 2.315941 -5.477376 -0.621 0.251 0.247
H -3.390685 -0.005000 -4.638576 -0.089 -0.231 0.067
H -1.079951 -1.700104 -4.964625 -0.206 0.163 -0.322
H -1.242099 -1.401833 -3.270337 0.047 0.235 0.007
H -3.529192 -2.256377 -3.222518 -0.176 -0.113 -0.034
H -2.334692 -3.428215 -3.718769 0.073 0.035 0.131
H -3.925120 -3.929592 -5.264053 -0.014 -0.048 -0.060
H -2.935859 -2.813546 -6.193155 0.134 -0.141 0.031
H -4.630154 -1.084523 -6.097161 0.087 0.064 0.063
H -5.423124 -2.594233 -6.399795 0.126 0.094 -0.215
H -6.860658 -2.074700 -4.724504 -0.030 0.144 -0.203
H -5.565849 -2.627067 -3.705725 -0.245 -0.063 0.092
H -5.558791 0.290012 -4.527493 0.032 0.027 -0.038
H -4.876790 -0.517447 -3.079271 0.145 0.316 -0.094
H -7.861186 -0.408028 -3.532889 -0.072 0.065 -0.009
H -6.988159 -0.774180 -2.063991 -0.049 0.105 0.130
H -5.966602 1.587788 -2.255499 0.042 0.109 -0.103
H -7.270999 1.958713 -3.413071 0.102 -0.039 -0.126
H -6.992135 2.713240 -0.037870 -0.003 -0.016 0.048
H -8.606194 3.221312 -0.572201 -0.091 -0.057 -0.026
H -7.182495 3.490306 -1.606806 -0.157 0.129 -0.052
H 0.108906 0.980898 -4.979696 0.616 0.071 0.246
C 5.139257 -1.195670 5.281463 0.216 -0.043 0.257
O 3.730720 -0.909802 5.166242 0.088 -2.081 -2.424
P 3.228573 0.023376 3.926185 -1.681 6.762 2.716
O 4.017771 1.263084 4.215132 0.754 -0.855 -0.140
O 1.718711 0.098033 4.484574 -0.213 -0.318 -0.309
C 1.475733 0.600661 5.798569 -0.009 -0.358 0.494
O 2.710505 0.438699 2.399703 0.610 -3.425 -0.167
C 2.473652 1.835825 2.219912 0.125 0.363 -0.186
H 5.244046 -2.114993 5.851707 -0.121 -0.017 -0.025
H 5.606370 -1.325517 4.308323 0.028 0.035 0.003
H 5.624896 -0.381609 5.814710 -0.058 0.090 -0.086
H 2.220498 1.338529 6.096888 0.091 -0.032 -0.144
H 1.472457 -0.221073 6.515310 0.046 0.038 0.058
H 0.492594 1.068044 5.802471 -0.006 -0.020 -0.175
H 3.406685 2.361340 2.032423 0.012 0.018 0.143
H 1.966024 2.267078 3.080316 0.035 -0.028 0.020
H 1.831223 1.918861 1.340614 -0.008 -0.204 0.005
C 6.180064 3.027828 5.139943 0.135 -0.129 0.039
O 6.715927 4.360343 5.329026 -2.269 0.083 1.074
P 6.003025 5.562852 4.539947 3.518 1.918 -2.788
O 6.053566 5.218342 3.101575 -0.631 -0.335 0.197
O 7.103715 6.646480 4.992825 -0.100 0.197 -0.186
C 8.442619 6.509316 4.519990 0.140 -0.089 0.137
O 4.775517 6.555427 4.782762 -0.506 -1.689 1.771
C 4.511513 7.495200 3.739213 -0.245 0.205 -0.250
H 6.457998 2.433507 6.007900 0.033 0.132 0.059
H 5.101280 3.035709 5.048027 -0.022 -0.042 -0.062
H 6.616861 2.586776 4.247306 -0.069 0.101 -0.084
H 8.467787 6.032041 3.540017 -0.051 -0.016 0.005
H 9.034684 5.929812 5.228331 -0.014 -0.047 -0.009
H 8.864392 7.509324 4.443591 -0.044 0.020 0.013
H 3.946795 7.022784 2.938493 0.111 -0.068 -0.035
H 5.434935 7.918386 3.349205 0.039 -0.077 0.013
H 3.911136 8.286313 4.183661 0.027 -0.069 0.105
C -4.851749 7.379451 2.910781 -0.074 0.091 0.302
O -4.837828 8.275998 1.788619 -1.820 -2.294 -2.094
P -3.680847 8.060335 0.627128 6.128 5.595 2.914
O -2.541218 8.261287 1.600768 -0.376 -0.798 0.422
O -4.056305 9.387219 -0.189367 -0.467 -0.543 -0.426
C -4.147103 10.633428 0.512108 -0.384 0.205 0.195
O -2.661616 7.507396 -0.575917 -3.227 -2.170 -1.245
C -1.372824 8.110252 -0.650188 0.333 0.040 0.045
H -5.859250 7.376536 3.320541 -0.040 0.037 -0.115
H -4.582847 6.366005 2.621849 0.048 -0.001 0.045
H -4.154973 7.740821 3.663214 0.116 -0.002 -0.104
H -3.472343 10.648660 1.367761 0.012 -0.130 -0.012
H -5.169200 10.809313 0.842685 0.006 -0.022 0.033
H -3.862844 11.413978 -0.189746 0.015 -0.099 -0.096
H -0.700175 7.657801 0.073969 -0.066 0.106 0.113
H -1.427640 9.184865 -0.490774 -0.017 -0.018 0.055
H -1.003094 7.912814 -1.657983 -0.180 -0.052 -0.048
C -0.971852 -9.542751 -4.001014 -0.173 -0.161 -0.122
O -0.602881 -9.666576 -2.612340 0.558 2.517 -0.571
P 0.962008 -9.559407 -2.239197 1.296 -4.519 2.272
O 1.652128 -10.608190 -3.017885 -0.054 0.618 -0.607
O 0.728138 -9.959973 -0.699120 0.158 0.063 0.043
C 0.262305 -11.274808 -0.390165 -0.209 -0.039 0.042
O 2.007837 -8.408046 -1.889151 -1.878 1.505 -0.975
C 3.353739 -8.815297 -1.623126 0.419 -0.005 -0.067
H -2.009190 -9.219099 -4.039889 0.011 0.016 0.111
H -0.352196 -8.814909 -4.520824 0.027 -0.014 -0.027
H -0.878102 -10.512728 -4.484339 0.111 0.000 0.019
H 0.601939 -11.997281 -1.132213 0.020 0.044 -0.035
H -0.826099 -11.285431 -0.334570 -0.014 0.005 -0.046
H 0.667615 -11.541797 0.583196 0.030 0.047 0.000
H 3.888328 -8.985172 -2.554542 -0.080 -0.122 -0.022
H 3.377399 -9.710116 -1.005182 -0.082 -0.028 -0.042
H 3.821788 -7.991848 -1.086472 -0.131 0.041 0.006
C -0.297284 -2.617876 5.048089 0.232 -0.101 -0.128
O -1.528522 -3.271133 5.417772 -0.639 2.475 -0.200
P -2.123126 -2.954233 6.883696 -0.206 -4.398 2.345
O -1.059542 -3.308232 7.846553 0.226 0.711 -0.204
O -3.288668 -4.055121 6.753780 -0.051 0.039 0.215
C -2.930755 -5.435144 6.679937 0.006 -0.103 -0.183
O -3.077213 -1.864277 7.546408 0.449 1.195 -2.178
C -3.308965 -2.001625 8.954450 -0.024 0.154 0.405
H -0.246641 -2.576568 3.962237 -0.158 -0.001 0.005
H -0.250145 -1.606796 5.443034 0.066 0.026 -0.021
H 0.546947 -3.197002 5.418313 -0.048 0.023 0.145
H -2.005689 -5.632101 7.221997 0.009 0.055 0.004
H -2.821655 -5.741058 5.639290 0.044 0.021 -0.012
H -3.739824 -6.004812 7.131694 -0.023 0.046 0.016
H -2.476070 -1.586790 9.516390 0.083 -0.106 -0.045
H -3.465379 -3.043355 9.225410 0.060 -0.025 -0.071
H -4.209225 -1.431642 9.172391 -0.003 0.010 -0.136
```
Forces are in eV/Å.

Its maximum force is 8.79 eV Å⁻¹. The charge is +1. For the LUMO energy, the calculation gives -3.43 eV. As for the calculated total energy: -5212.52064 Ha.

---

Entry from the Open Molecules 2025 dataset: 2 unconnected molecules or ions with the total composition C37H38N4O4 at a distorted geometry (the ωB97M-V functional and the def2-TZVPD basis).

```
83
Properties=species:S:1:pos:R:3:forces:R:3
C -0.968866 -5.647556 -3.569551 -0.044 -0.011 -0.164
C -1.124315 -4.863087 -2.300536 0.908 1.017 0.337
C -0.130176 -3.999376 -1.854615 -0.848 -0.575 -0.298
C -0.199930 -3.413852 -0.548823 0.706 0.220 0.583
C 0.918306 -2.793016 0.007919 -0.210 -0.150 -0.226
C -1.456786 -3.538995 0.160133 0.151 -0.527 -1.206
N -1.652725 -2.696443 1.270738 -0.513 1.291 1.371
C -1.137530 -1.454390 1.398560 -0.173 -1.015 0.969
N -1.488204 -0.937996 2.591633 -0.563 -1.238 -0.002
C -1.132002 0.345306 3.102997 -0.191 0.879 0.380
C -1.325047 1.473014 2.285118 -0.090 0.284 0.632
C -1.831319 1.400550 0.880869 -0.057 0.165 -0.611
C -1.177322 2.742015 2.858935 -0.070 -0.419 0.179
C -0.931594 2.908150 4.220846 0.194 -0.346 -0.035
C -0.986373 4.292994 4.801730 0.077 0.218 0.016
C -0.653947 1.773895 4.994064 -0.126 -0.054 -0.593
C -0.733788 0.481446 4.447071 -0.027 0.515 -0.222
C -0.388373 -0.681712 5.328189 0.213 -0.273 0.544
C -2.312812 -1.884028 3.231570 0.407 1.261 0.151
C -2.426991 -2.947183 2.430404 0.898 -0.317 -0.975
C -2.509881 -4.297443 -0.353319 0.397 -0.235 -0.727
C -3.867808 -4.370907 0.277720 -0.349 -0.187 -0.094
C -2.302279 -4.987284 -1.554308 -0.656 -0.100 0.746
H -1.915200 -6.140577 -3.817355 0.191 0.076 -0.108
H -0.672968 -4.988663 -4.393950 -0.020 -0.195 0.065
H -0.203623 -6.426603 -3.453882 -0.136 0.191 -0.061
H 0.729722 -3.743423 -2.474751 -0.086 -0.316 0.219
H -0.407643 -1.017629 0.744759 -0.065 -0.164 -0.216
H 0.942455 -2.605424 1.092593 0.202 0.101 -0.621
H 1.825394 -2.660734 -0.591289 -0.546 -0.382 0.594
H -1.625164 2.351455 0.370355 -0.068 -0.325 0.074
H -1.380957 0.601311 0.288873 -0.151 0.388 -0.024
H -2.922919 1.260948 0.857915 0.270 -0.057 0.090
H -1.319402 3.630465 2.240105 -0.041 -0.290 0.088
H -0.563981 4.338606 5.810447 -0.078 -0.013 -0.179
H -0.440794 4.993261 4.156788 -0.075 -0.094 0.204
H -2.027542 4.646728 4.844466 0.268 -0.125 0.052
H -0.353406 1.887767 6.037263 -0.147 -0.041 -0.253
H 0.187213 -0.315450 6.189319 -0.126 -0.102 -0.248
H -1.272429 -1.177393 5.751054 0.191 0.061 -0.164
H 0.229948 -1.439467 4.831128 -0.253 0.145 -0.036
H -2.725260 -1.704865 4.209204 -0.017 0.057 -0.146
H -2.928648 -3.882974 2.606233 0.107 0.141 -0.159
H -4.574697 -4.754803 -0.468901 0.115 0.104 0.268
H -3.891707 -5.059620 1.136403 -0.072 0.216 -0.178
H -4.219039 -3.382443 0.597491 -0.029 -0.192 0.040
H -3.111420 -5.606256 -1.936086 0.104 0.049 0.057
C -4.183812 3.469620 -2.004253 0.042 -0.285 -0.104
C -3.487911 4.039396 -3.068825 0.066 0.073 -0.194
C -2.599558 3.279617 -3.836180 -0.095 -0.438 0.367
C -2.403398 1.926705 -3.528735 -0.270 0.414 0.162
C -1.385961 1.089803 -4.226094 0.537 -0.177 0.037
O -0.334164 0.830947 -3.222173 -0.229 -0.364 -0.445
C 0.228839 -0.380285 -3.259133 -2.113 -0.966 0.221
N 0.914951 -0.802019 -2.054088 2.736 -0.993 -0.287
N 1.562251 0.074083 -1.419218 0.567 1.894 -2.229
C 2.970197 -0.316961 -1.245921 -0.109 -2.304 1.830
O 3.399153 -1.460695 -1.246158 -0.346 1.911 -0.401
O 3.727420 0.774624 -1.019177 -0.226 -0.406 -0.064
C 5.105365 0.438058 -0.676342 -0.103 -0.113 -0.103
C 5.962186 1.672177 -0.635522 0.204 0.462 -0.031
C 7.306942 1.599449 -1.042918 -0.409 0.050 0.134
C 8.128461 2.725683 -0.994652 -0.175 0.126 0.193
C 7.622388 3.943111 -0.516916 -0.165 -0.359 -0.150
C 6.286077 4.013727 -0.108371 0.080 -0.102 -0.031
C 5.458157 2.885739 -0.162506 0.370 0.119 -0.019
O 0.164595 -1.204602 -4.151299 0.207 1.619 1.080
C -3.126859 1.339224 -2.492454 -0.374 0.354 0.280
C -4.007863 2.110011 -1.726679 0.145 -0.054 -0.215
H -4.884050 4.066231 -1.410034 0.327 -0.215 -0.247
H -3.636225 5.089838 -3.312148 0.027 -0.189 0.063
H -2.050415 3.714910 -4.671312 -0.132 0.016 0.257
H -1.803386 0.128834 -4.558444 0.274 0.259 0.076
H -0.932462 1.616988 -5.068796 -0.029 -0.163 0.059
H 5.081301 -0.055572 0.307610 0.029 0.007 -0.346
H 5.498130 -0.255489 -1.425851 -0.140 -0.014 0.251
H 7.696706 0.637485 -1.383090 -0.046 0.317 -0.019
H 9.165896 2.657909 -1.327793 -0.312 0.004 0.122
H 8.270297 4.823225 -0.478309 -0.292 -0.296 0.002
H 5.881084 4.958290 0.256905 0.111 -0.246 -0.080
H 4.422143 2.941610 0.171122 0.242 0.040 -0.148
H -2.996254 0.273853 -2.286318 -0.020 0.308 0.020
H -4.558390 1.646157 -0.911453 0.046 0.076 -0.158
```
Forces are in eV/Å.

Its maximum force is 2.98 eV Å⁻¹. The charge is 0. For the LUMO energy, the calculation gives -1.03 eV. Its relative energy (zero: lowest compared OMol25 entry of this formula, charge and spin) is 67.9 kcal/mol. As for the calculated total energy: -1952.52153 Ha.

---

Entry from the Open Molecules 2025 dataset: 2 unconnected molecules or ions with the total composition C2H2N2 at a distorted geometry (the ωB97M-V functional and the def2-TZVPD basis).

```
6
Properties=species:S:1:pos:R:3:forces:R:3
C -1.617755 -0.479557 -1.614747 0.946 1.239 -0.303
C -0.566719 0.346674 -1.176659 -4.008 -3.377 0.949
N -2.617951 -1.004673 -1.907915 0.631 0.064 0.344
N 0.320605 1.112586 -1.265011 1.064 0.556 -3.480
H -0.085917 -1.586501 0.835631 -0.024 0.079 -0.036
H 0.745338 1.612901 -0.573554 1.391 1.440 2.526
```
Forces are in eV/Å.

Its maximum force is 5.33 eV Å⁻¹. The charge is 0. For the LUMO energy (spin up / spin down), the calculation gives -0.75 / -0.53 eV. Its relative energy (zero: lowest compared OMol25 entry of this formula, charge and spin) is 107.7 kcal/mol. As for the calculated total energy: -186.70554 Ha.